This record from the OMol25 dataset describes a 11-piece molecular cluster, C34H94N12O15 overall at a distorted geometry. The level of theory is ωB97M-V/def2-TZVPD.

```
155
Properties=species:S:1:pos:R:3:lowdin_charge:R:1
C 5.18845 -6.23591 2.16774 -0.117
O 3.81558 -6.07318 1.79619 -0.173
C 3.26776 -4.87332 2.38177 -0.231
C 2.14941 -4.23832 1.63509 -0.183
N 0.91344 -5.00737 1.97226 -0.060
C -0.23278 -4.39405 1.30397 -0.198
C -1.48270 -5.36680 1.27488 -0.196
O -1.13945 -6.24267 0.22297 -0.209
C -2.06090 -7.31580 0.18589 -0.120
H 5.90390 -5.41568 2.10885 0.082
H 5.72593 -7.07917 1.73400 0.080
H 5.07334 -6.57138 3.19842 0.079
H 3.99157 -4.05890 2.35103 0.103
H 2.97815 -5.12210 3.40272 0.118
H 2.26697 -4.26097 0.55167 0.130
H 2.00496 -3.21810 1.99059 0.101
H 0.91988 -5.98447 1.71665 0.103
H 0.00221 -3.96881 0.32824 0.119
H -0.45244 -3.49523 1.88014 0.082
H -2.43394 -4.92302 0.98113 0.113
H -1.53196 -5.98273 2.17282 0.115
H -2.00579 -7.64904 -0.85045 0.089
H -3.09469 -7.07427 0.43291 0.081
H -1.76498 -8.09731 0.88572 0.085
C -4.34570 -6.01036 -4.05874 -0.172
O -4.30942 -4.67579 -4.26295 -0.205
C -4.46029 -4.29604 -5.70854 -0.162
C -4.47236 -2.82672 -5.88774 -0.249
N -3.22781 -2.27045 -5.39142 -0.059
C -3.27454 -0.80920 -5.20271 -0.184
C -2.20465 -0.19761 -4.25690 -0.171
O -2.81142 -0.33096 -2.95473 -0.211
C -2.14021 0.35116 -1.93349 -0.114
H -5.29498 -6.40445 -4.42161 0.083
H -4.24972 -6.09197 -2.97604 0.093
H -3.55594 -6.52812 -4.60307 0.088
H -5.41799 -4.72586 -6.00204 0.118
H -3.64605 -4.76402 -6.26182 0.125
H -5.36876 -2.36813 -5.47031 0.120
H -4.47101 -2.58566 -6.95075 0.123
H -3.20850 -2.71045 -4.48251 0.094
H -4.23345 -0.53625 -4.76213 0.111
H -3.22721 -0.40339 -6.21324 0.112
H -2.04220 0.86023 -4.46348 0.110
H -1.24380 -0.69906 -4.14109 0.121
H -1.07886 0.10369 -1.95286 0.085
H -2.57843 0.02820 -0.98916 0.068
H -2.22034 1.43774 -1.96561 0.083
C -0.40067 3.89973 -0.32250 -0.057
O 0.09179 2.77625 -1.11058 -0.229
C 0.31254 3.09015 -2.47847 -0.190
C 1.82862 3.39272 -2.69542 -0.152
N 2.60663 2.11314 -2.87591 -0.087
C 4.03641 2.49500 -3.13748 -0.166
C 4.44274 2.37584 -4.60619 -0.238
O 3.94287 3.32597 -5.52607 -0.194
C 3.96828 2.83230 -6.94212 -0.051
H -1.44237 4.14866 -0.52494 0.079
H 0.10198 4.85280 -0.48710 0.073
H -0.25465 3.70569 0.74010 0.077
H -0.34793 3.86094 -2.87565 0.123
H 0.06137 2.24115 -3.11426 0.101
H 2.19104 3.83319 -1.76658 0.083
H 2.00837 3.97273 -3.60062 0.117
H 2.12322 1.72049 -3.67105 0.096
H 4.66785 1.82654 -2.55221 0.111
H 4.17648 3.49868 -2.73609 0.119
H 4.10438 1.37153 -4.86108 0.094
H 5.52149 2.47239 -4.72903 0.126
H 3.59771 3.60026 -7.62110 0.079
H 3.30508 1.98100 -7.09563 0.080
H 4.99351 2.63196 -7.25332 0.081
C -2.19673 3.20820 2.80157 -0.102
O -2.65492 4.53361 3.03146 -0.217
C -4.07921 4.70637 3.30394 -0.179
C -4.77472 5.23794 2.03910 -0.219
N -3.92009 6.24812 1.43823 -0.052
C -4.10442 6.25659 -0.00495 -0.198
C -3.10650 7.18879 -0.78590 -0.191
O -1.76692 6.72392 -0.63388 -0.233
C -0.74812 7.43777 -1.28095 -0.108
H -2.72211 2.57080 3.51277 0.074
H -1.11515 3.24855 2.93061 0.088
H -2.38549 2.82912 1.79720 0.072
H -4.16909 5.43837 4.10656 0.116
H -4.55482 3.77205 3.60218 0.113
H -5.78486 5.55378 2.29975 0.116
H -4.82671 4.33171 1.43565 0.107
H -2.95509 6.15225 1.72052 0.100
H -5.11927 6.55673 -0.26596 0.117
H -3.90423 5.27858 -0.44259 0.103
H -3.25886 8.21555 -0.45324 0.114
H -3.26713 7.17843 -1.86395 0.114
H 0.22637 7.09119 -0.93693 0.084
H -0.84223 8.47518 -0.95998 0.088
H -0.80342 7.30985 -2.36200 0.088
N 3.49077 -0.92125 -3.42006 0.177
C 3.13039 -1.36895 -2.27779 -0.812
N 2.69174 -0.38220 -1.51630 0.178
O 3.28728 -2.47785 -1.85260 0.041
H 3.59238 -1.58981 -4.17027 0.122
H 3.41152 0.04601 -3.69975 0.056
H 2.69695 0.57857 -1.82773 0.039
H 2.40083 -0.64522 -0.58556 0.061
N -1.31650 -1.38905 5.93754 0.201
C -2.29198 -0.71079 5.41661 -0.673
N -3.30968 -0.82404 6.22425 0.164
O -2.35767 -0.09113 4.33218 -0.010
H -1.58255 -2.03170 6.66988 0.127
H -0.44454 -1.46807 5.43402 0.080
H -4.25206 -0.53795 6.00021 0.126
H -3.13667 -0.96844 7.20878 0.117
N -0.06344 -0.91936 2.78680 0.209
C 0.35539 -0.33846 1.69522 -0.749
N -0.33344 0.62871 1.21211 0.222
O 1.47859 -0.47265 1.22216 -0.009
H -0.91575 -0.60600 3.22891 0.062
H 0.63334 -1.46630 3.27206 0.064
H 0.08100 1.19601 0.48651 0.098
H -1.30387 0.48762 1.45388 0.072
N 4.93739 3.38686 1.14375 0.174
C 3.84446 3.68647 0.46677 -0.726
N 3.00923 2.64637 0.43788 0.197
O 3.58431 4.78246 -0.02684 0.000
H 5.21277 2.44535 1.38421 0.033
H 5.59215 4.14275 1.28528 0.118
H 2.16702 2.69898 -0.11711 0.074
H 3.31134 1.82067 0.93493 0.059
C 2.30339 -0.46699 5.36105 -0.069
C 2.52284 -1.97039 5.36666 -0.309
O 1.43729 -2.49413 4.65381 -0.108
H 3.06750 -0.01749 5.99525 0.078
H 1.32560 -0.08682 5.65682 0.071
H 2.56716 -0.15377 4.35089 0.072
H 2.80083 -2.26534 6.37850 0.113
H 3.40749 -2.27259 4.80615 0.108
H 1.36018 -3.42518 4.87474 0.103
C 5.32423 -1.16428 1.45781 -0.061
C 5.08552 0.32325 1.34545 -0.323
O 6.07100 1.08182 2.03048 -0.089
H 5.36386 -1.56081 2.47236 0.072
H 6.12740 -1.55509 0.83308 0.084
H 4.38884 -1.61356 1.12420 0.064
H 4.14565 0.57891 1.83471 0.098
H 4.96602 0.63665 0.30833 0.110
H 6.93214 1.04667 1.60761 0.104
C -4.42067 -1.88054 2.41159 -0.071
C -3.43663 -1.28574 1.37572 -0.280
O -3.20701 0.04544 1.78585 -0.127
H -5.32764 -2.25946 1.94050 0.065
H -4.78480 -1.16100 3.14493 0.066
H -4.01026 -2.73539 2.94906 0.064
H -3.85644 -1.24714 0.37056 0.108
H -2.53470 -1.89631 1.41864 0.095
H -2.94080 0.00121 2.70714 0.002
```

Properties
- spin multiplicity = 1
- SMILES = COCCNCCOC.COCCNCCOC.COCCNCCOC.COCCNCCOC.NC(N)=O.NC(N)=O.NC(N)=O.NC(N)=O.CCO.CCO.CCO
- energy above the lowest of the compared OMol25 structures with the same formula, charge and spin (kJ/mol) = 0.0
- DFT total energy (eV) = -85370.7691